# 1
24
Properties=species:S:1:pos:R:3 method="wB97M-V/def2-TZVPD" gap_ha=0.3634 e_above_lowest_kcal_mol=66.5
C -2.703 -2.824 2.359
C -1.657 -1.985 1.808
C -0.779 -1.292 1.372
Si 0.692 -0.008 0.333
C 0.097 1.736 0.443
C -0.387 2.838 0.489
C -0.966 4.163 0.532
C 0.581 -0.571 -1.423
C 0.368 -0.980 -2.536
C 0.135 -1.462 -3.878
O 2.108 -0.315 1.066
C 3.382 0.174 0.795
H -2.291 -3.780 2.683
H -3.174 -2.334 3.210
H -3.460 -3.007 1.593
H -0.252 4.903 0.171
H -1.855 4.192 -0.097
H -1.249 4.414 1.555
H 0.167 -2.551 -3.892
H -0.849 -1.137 -4.216
H 0.892 -1.075 -4.560
H 3.613 1.008 1.466
H 3.483 0.521 -0.239
H 4.103 -0.629 0.966



# 2
27
Properties=species:S:1:pos:R:3 method="wB97M-V/def2-TZVPD" charge=+2 gap_ha="0.2735 / 0.2748" multiplicity=8 s2=16.07 e_above_lowest_kcal_mol=0.0
O -1.429 4.309 -5.844
C -1.003 3.899 -4.860
Gd -0.659 1.791 -0.987
O 1.714 3.425 -3.134
C 0.968 2.959 -2.394
C 0.948 1.507 0.885
O 1.725 1.316 1.727
C -2.553 1.396 0.525
O -3.480 1.176 1.164
C -0.921 4.111 -0.022
O -1.118 5.196 0.294
H -1.986 2.592 -2.066
S -0.467 -0.807 -1.761
C 0.084 -1.456 -0.274
N 1.296 -2.051 -0.236
C 1.841 -2.635 1.011
C 0.683 -3.250 1.764
C -0.332 -2.174 2.087
N -0.597 -1.327 0.888
H 1.846 -2.059 -1.100
H 2.312 -1.837 1.616
H 2.601 -3.365 0.711
H 1.031 -3.750 2.667
H 0.216 -4.016 1.140
H 0.054 -1.531 2.896
H -1.282 -2.612 2.423
H -1.494 -0.809 0.881



# 3
8
Properties=species:S:1:pos:R:3 method="wB97M-V/def2-TZVPD" gap_ha=0.4034 e_above_lowest_kcal_mol=41.8
C 0.651 -0.505 0.188
C -0.539 -0.150 0.910
N -1.326 0.536 0.209
O -0.630 0.823 -0.953
C 0.522 0.196 -1.012
H 1.472 -1.079 0.718
H -1.063 -0.358 1.867
H 0.912 0.536 -1.926



# 4
22
Properties=species:S:1:pos:R:3 method="wB97M-V/def2-TZVPD" gap_ha=0.2925 e_above_lowest_kcal_mol=147.9
C 0.437 0.316 -2.504
C -1.794 -0.453 -2.012
C 1.940 -1.142 2.899
C -1.079 1.493 0.561
N -0.404 -0.473 -1.642
C 0.922 -0.135 2.402
C -0.273 0.331 0.253
C 0.483 -0.642 0.425
O 0.467 0.731 3.092
H 1.117 -1.458 0.164
H -1.931 -0.860 -3.027
H 0.248 0.109 -3.569
H 1.490 0.088 -2.312
H 0.292 1.402 -2.353
H -2.373 -1.064 -1.316
H -2.240 0.560 -2.022
H 1.527 -2.147 2.794
H 2.193 -0.957 3.945
H 2.836 -1.075 2.280
H -0.858 2.304 -0.136
H -0.856 1.816 1.582
H -2.143 1.256 0.496



# 5
48
Properties=species:S:1:pos:R:3 method="wB97M-V/def2-TZVPD" gap_ha=0.3072 e_above_lowest_kcal_mol=8.9
C -4.090 -3.235 2.254
C -3.856 -1.730 2.277
C -3.933 -1.127 0.877
C -3.684 0.385 0.915
N -3.708 1.086 -0.364
C -4.996 1.032 -1.030
C -2.622 0.691 -1.260
C -1.274 1.048 -0.686
C -1.068 2.303 -0.107
O -2.071 3.182 0.036
C 0.211 2.670 0.331
C 1.259 1.792 0.235
C 1.072 0.504 -0.284
C 2.117 -0.480 -0.396
C 3.464 -0.217 0.139
C 4.580 -0.365 -0.679
C 5.848 -0.139 -0.177
C 6.018 0.222 1.149
C 4.912 0.356 1.973
C 3.641 0.142 1.473
C 1.844 -1.666 -0.996
C 0.529 -1.999 -1.490
O 0.216 -3.039 -2.017
O -0.448 -1.050 -1.327
C -0.203 0.157 -0.765
H -5.074 -3.463 1.851
H -3.344 -3.726 1.633
H -4.026 -3.648 3.258
H -2.873 -1.522 2.706
H -4.603 -1.254 2.918
H -3.185 -1.609 0.245
H -4.918 -1.331 0.454
H -2.706 0.569 1.368
H -4.439 0.858 1.551
H -5.775 1.296 -0.317
H -5.223 0.046 -1.454
H -5.006 1.762 -1.840
H -2.645 -0.377 -1.509
H -2.758 1.246 -2.197
H -2.916 2.707 -0.150
H 0.344 3.659 0.739
H 2.244 2.089 0.559
H 4.444 -0.642 -1.714
H 6.707 -0.248 -0.822
H 7.009 0.395 1.541
H 5.041 0.627 3.011
H 2.781 0.230 2.120
H 2.595 -2.433 -1.100



# 6
86
Properties=species:S:1:pos:R:3 method="wB97M-V/def2-TZVPD" gap_ha=0.3267
C -3.024 -3.316 -3.466
C -2.184 -2.702 -2.855
C -1.102 -1.772 -2.236
C -0.371 -2.409 -1.011
C 0.676 -1.727 -0.418
N 1.157 -0.421 -0.825
C 0.336 0.384 -0.294
S -0.798 1.362 0.243
C 1.149 -2.688 0.710
O 1.929 -2.558 1.612
O 0.503 -3.962 0.644
C -0.589 -3.742 -0.242
O -1.541 -4.455 -0.339
H -3.735 -3.685 -4.242
H -0.307 -1.611 -3.033
H -1.521 -0.739 -2.031
O -3.149 3.034 -0.564
C -3.867 3.192 0.375
O -4.892 4.081 0.418
C -5.638 3.809 1.601
C -4.632 3.126 2.482
O -3.761 2.503 1.543
H -6.021 4.730 2.039
H -6.480 3.160 1.346
H -4.055 3.832 3.085
H -5.086 2.387 3.141
O 4.931 3.722 0.572
C 4.747 2.543 0.623
O 5.365 1.632 -0.176
C 5.056 0.339 0.340
C 3.780 0.574 1.089
O 3.889 1.939 1.489
H 4.938 -0.385 -0.466
H 5.872 0.015 0.992
H 2.898 0.461 0.457
H 3.680 -0.078 1.956
O -0.788 6.814 0.581
C 0.243 6.215 0.579
O 0.632 5.351 1.557
C 1.796 4.676 1.085
C 2.348 5.628 0.068
O 1.184 6.306 -0.400
H 2.492 4.486 1.900
H 1.496 3.722 0.644
H 3.031 6.360 0.508
H 2.855 5.117 -0.747
O -4.956 -7.063 3.457
C -3.918 -6.502 3.281
O -3.526 -5.970 2.091
C -2.355 -5.198 2.342
C -1.807 -5.813 3.596
O -2.975 -6.310 4.243
H -1.660 -5.262 1.507
H -2.646 -4.152 2.481
H -1.132 -6.649 3.392
H -1.292 -5.089 4.227
O 2.150 3.908 -3.559
C 2.737 4.925 -3.756
O 2.654 5.653 -4.901
C 3.309 6.894 -4.661
C 4.252 6.565 -3.539
O 3.582 5.509 -2.860
H 3.828 7.238 -5.556
H 2.561 7.639 -4.376
H 5.218 6.197 -3.897
H 4.420 7.410 -2.873
O 4.685 -1.714 -3.327
C 5.133 -2.562 -2.624
O 4.916 -2.641 -1.280
C 5.422 -3.901 -0.847
C 6.439 -4.236 -1.901
O 5.929 -3.577 -3.055
H 5.862 -3.822 0.147
H 4.599 -4.620 -0.815
H 7.429 -3.833 -1.672
H 6.525 -5.309 -2.073
O -6.455 -0.655 1.512
C -6.645 -1.831 1.571
O -6.042 -2.749 0.769
C -6.349 -4.038 1.297
C -7.617 -3.793 2.062
O -7.494 -2.428 2.451
H -6.479 -4.765 0.496
H -5.528 -4.362 1.939
H -8.510 -3.906 1.442
H -7.709 -4.440 2.935



# 7
62
Properties=species:S:1:pos:R:3 method="wB97M-V/def2-TZVPD" charge=+1 gap_ha=0.3258 e_above_lowest_kcal_mol=111.9
N 0.845 -0.029 -0.367
C 1.376 -1.396 0.064
C 2.533 -2.061 -0.722
C 3.834 -2.116 -0.131
S 4.633 -0.512 0.387
C 0.016 -2.299 0.189
N -1.043 -1.806 -0.730
H 0.752 0.670 0.374
H -3.373 -1.278 1.199
H 1.351 0.428 -1.161
H 1.665 -1.196 1.101
H 2.516 -1.463 -1.695
H 2.165 -3.047 -1.062
H 4.547 -2.473 -0.869
H 3.842 -2.806 0.709
H 4.939 -0.010 -0.898
H 0.350 -3.251 0.030
H -0.483 -2.127 1.182
H -1.937 -1.701 -0.253
H -0.845 -0.841 -1.108
H -0.964 -0.681 3.052
H 0.459 -0.983 2.814
O -0.256 -0.558 2.396
H -0.680 2.171 -2.017
H -1.732 2.178 -3.016
O -1.303 1.584 -2.455
H 1.202 2.886 0.742
H -0.195 3.448 1.144
O 0.671 3.677 0.803
H -3.480 0.965 -0.754
H -2.780 -0.026 -1.662
O -2.793 0.202 -0.733
H 2.253 -2.902 -4.477
H 1.780 -1.273 -4.655
O 1.591 -2.247 -4.244
H -1.767 -1.899 -3.662
H -2.361 -3.133 -4.177
O -2.205 -2.715 -3.339
H 0.451 3.975 -2.474
H 0.477 3.582 -0.899
O 0.547 3.209 -1.783
H 1.214 1.984 3.311
H 2.552 1.772 2.734
O 1.659 1.829 2.370
H -0.782 0.705 1.096
H -1.088 1.569 -0.090
O -1.054 1.702 0.850
H -1.237 1.883 2.736
H -1.592 3.411 2.918
O -1.418 2.556 3.329
H 4.011 2.211 -2.127
H 3.014 1.575 -1.058
O 3.683 1.514 -1.702
H -2.670 -2.068 2.285
H -1.186 -2.607 -1.572
O -3.130 -2.228 1.436
H -2.616 1.197 1.436
H -3.931 1.516 2.139
O -3.459 0.808 1.756
H -2.426 0.195 3.795
H -3.530 -0.965 3.856
O -2.612 -0.704 3.660



# 8
6
Properties=species:S:1:pos:R:3 method="wB97M-V/def2-TZVPD" gap_ha=0.4203 e_above_lowest_kcal_mol=0.4
O 17.521 10.966 -4.712
H 16.926 11.717 -4.779
H 18.361 11.277 -5.062
O 16.619 8.211 -4.491
H 16.449 8.221 -3.546
H 17.014 9.074 -4.677



Going through the records in order, we get maximum force values of 0.089, 0.146, 0.064, 0.125, 0.019, 0.066, 0.113, 0.002 hartree/bohr.